No. 1
The following is a DFT calculation (ωB97M-V/def2-TZVPD) of C30H34N10O4SeTi as an isolated structure.

Its HOMO energy (spin up / spin down) is -3.1 / -3.1 eV. As for the LUMO energy (spin up / spin down): 0.091 / 0.091 Ha. As for the expectation value of S²: 0.756. The energy relative to the best compared isomer or geometry (same formula, charge and spin) is 15.3 kcal per mole. The multiplicity is 2. The total charge is -1.

```
80
Properties=species:S:1:pos:R:3:mulliken_charge:R:1
Ti -0.9520 -2.1461 -0.3039 -0.0458
O -2.0526 -0.0181 6.0941 -0.5407
C -0.9596 0.5541 5.3637 -0.9810
C -0.8630 -0.0579 4.0023 1.4570
C -0.8149 -1.4968 3.8628 -1.4056
C -1.0441 -1.9776 2.6168 -0.5830
N -1.1239 -1.2197 1.4895 1.0088
C -0.5257 0.1297 1.5492 0.8995
C -0.8505 0.7187 2.9068 -1.8708
C -1.0088 0.7712 -1.0410 0.5883
C -1.4299 1.7717 -1.9299 -0.3849
C -1.3709 1.5747 -3.2891 0.4039
C -1.7618 2.6610 -4.2626 -0.8504
O -1.6956 3.9675 -3.7291 -0.6054
C -0.8946 0.3470 -3.7662 -1.5186
C -0.5556 -0.6157 -2.8546 -0.5171
N -0.6200 -0.4098 -1.5239 0.3315
H -2.0111 0.3135 6.9950 0.3042
H -0.0236 0.3673 5.9077 0.3154
H -1.0873 1.6368 5.2644 0.3277
H -0.8253 -2.1517 4.7224 0.4183
H -1.2372 -3.0417 2.4698 0.4939
H -0.9727 1.7933 2.9750 -0.0364
H -1.7324 2.7179 -1.5048 0.5445
H -2.7987 2.5211 -4.5774 0.4070
H -1.1365 2.5694 -5.1603 0.3141
H -0.8518 4.0689 -3.2704 0.3663
H -0.7935 0.1546 -4.8272 0.4293
H -0.2178 -1.5991 -3.1618 0.4881
O 1.0751 -2.6179 -0.4439 -0.5553
N 1.4745 -3.4905 0.4714 0.4668
C 1.4702 -4.7913 0.1337 -0.0138
C 1.8928 -5.7316 1.0470 -0.8458
C 2.2977 -5.3237 2.3093 -0.1208
C 2.2617 -3.9765 2.6245 -1.2193
C 1.8395 -3.0575 1.6841 0.4031
H 1.0842 -4.9931 -0.8532 0.4971
H 1.8813 -6.7744 0.7650 0.3854
H 2.6266 -6.0503 3.0402 0.3939
H 2.5452 -3.6142 3.6022 0.4544
H 1.7356 -1.9757 1.8109 0.3823
C -4.5740 -2.6814 -2.5401 -0.6817
N -4.8493 -2.6020 -1.1144 -0.2044
C -3.9506 -1.9997 -0.3039 0.3690
N -4.1397 -2.1208 1.0463 -0.5156
O -3.0517 -1.2753 -0.7679 -0.3169
H -5.4659 -3.0546 -3.0419 0.3501
H -3.7215 -3.3341 -2.7379 0.1680
H -4.3505 -1.6842 -2.9117 0.1701
H -5.3712 -3.3604 -0.7107 0.2184
H -4.4648 -3.0177 1.3724 0.2978
H -3.3448 -1.7577 1.5662 0.0753
C 3.1179 0.8525 1.1434 -1.7356
C 1.6211 1.0280 1.1982 0.6361
N 0.9126 -0.0300 1.4195 0.4264
C -1.0351 1.1504 0.4535 0.7800
C -0.3175 2.4897 0.6031 -2.3863
N 1.1064 2.2555 0.9329 0.6955
C 1.9020 3.4360 1.0446 -1.4175
N 2.8856 3.6356 -0.0323 0.8740
N 4.1364 4.0123 0.2564 -0.8209
N 4.8324 4.0994 -0.8243 -0.6295
C 4.0187 3.7378 -1.8743 0.2185
C 4.2721 3.6330 -3.2487 -0.7720
C 3.2338 3.2194 -4.0476 -0.8013
C 1.9599 2.9100 -3.5117 0.0183
C 1.6896 3.0162 -2.1685 0.4385
C 2.7557 3.4386 -1.3677 0.2752
H 3.3578 -0.1635 1.4460 0.3010
H 3.6407 1.5468 1.8038 0.4164
H 3.4971 1.0110 0.1312 0.1836
H -2.0956 1.3324 0.6614 0.7823
H -0.7501 3.0376 1.4488 0.5175
H 2.4938 3.4669 1.9597 0.4990
H 1.2074 4.2746 1.0307 0.3454
H 5.2489 3.8663 -3.6513 0.3850
H 3.3868 3.1173 -5.1148 0.3874
H 1.1837 2.5623 -4.1834 0.2963
H 0.7323 2.7968 -1.7097 0.1147
Se -1.6834 -4.3527 -0.8635 -0.9443
```


No. 2
The following is a DFT calculation (ωB97M-V/def2-TZVPD) of a 7-piece molecular cluster, C29H42Cl2F7N3O23PS overall at a distorted geometry.

Its HOMO energy is -11.4 eV. As for the LUMO energy: -0.069 Ha. The total charge is +1.

```
108
Properties=species:S:1:pos:R:3:mulliken_charge:R:1
C -0.7691 -3.0600 1.1152 -0.9550
N 0.1707 -1.9059 1.3557 0.5658
C 1.0282 -1.4711 0.1740 -0.1607
Cl 1.3267 -2.7850 -0.9306 -0.1108
C 2.3230 -0.8521 0.7366 0.3909
Cl 2.9122 0.1875 -0.6086 0.0716
C 3.4703 -1.7982 1.0888 -1.8871
C 3.2794 -2.7239 2.2796 0.8742
O 2.3787 -3.7709 1.9249 -0.5908
C 4.6822 -3.2404 2.7662 -0.9683
N 4.8853 -4.6637 2.8518 -0.6132
O 2.0469 -0.1229 1.8986 -0.3115
C 0.7733 0.4477 2.1440 0.4088
N 0.8234 1.0412 3.4623 -0.3055
S 0.3341 1.7370 0.9210 -0.0651
C -0.3511 -0.7035 2.1519 0.6090
C -1.8195 -0.1797 1.8703 0.2691
F -2.6389 -1.1251 2.4263 -0.2803
F -1.9104 0.9170 2.6518 -0.3359
C -2.6445 0.2812 0.5297 0.1719
F -2.7803 1.6119 0.6065 -0.2293
F -3.8606 -0.2841 0.7053 -0.2050
C -2.3136 0.0043 -0.9829 0.5676
F -1.3937 0.8300 -1.4486 -0.1883
F -1.8939 -1.2458 -1.1506 -0.2345
F -3.4316 0.1662 -1.6597 -0.2660
P -0.3255 -1.3771 3.9584 0.8149
O 1.0880 -1.7066 4.2016 -0.7143
O -1.2073 -2.6851 3.9558 -0.4481
O -1.1166 -0.4373 4.9090 -0.5460
H -0.2769 -3.9669 1.4525 0.2099
H -1.6729 -2.9312 1.6899 0.2646
H -0.9966 -3.1649 0.0727 0.6751
H 0.8819 -2.3113 1.9889 -0.3507
H 0.5114 -0.7104 -0.3921 0.3265
H 3.7982 -2.3272 0.1939 0.5609
H 4.3052 -1.1546 1.3713 0.6557
H 2.8675 -2.1517 3.0981 -0.0510
H 2.0761 -4.1893 2.7397 0.3380
H 4.8452 -2.8317 3.7650 0.4149
H 5.4600 -2.8161 2.1314 0.4140
H 4.3005 -5.1175 3.5357 0.2680
H 4.8124 -5.1352 1.9637 0.2528
H 1.6198 0.6565 3.9649 0.1811
H 0.9835 2.0382 3.3717 0.4000
H 1.5671 2.2422 0.8408 0.2557
H -2.1422 -2.5303 4.1576 0.2357
H -0.8920 0.5006 4.7985 0.4931
C -6.4483 -1.4594 2.0778 0.1659
C -6.4698 -0.7165 3.3982 -0.0647
O -7.5073 -1.3887 4.1190 -0.3802
C -7.6585 -2.6323 3.5951 0.6619
O -8.2704 -3.5084 4.1060 -0.5013
O -6.9383 -2.7494 2.4560 -0.3687
H -5.4491 -1.5556 1.6757 -0.0913
H -7.1139 -1.0285 1.3288 0.2928
H -5.5337 -0.8583 3.9457 0.0293
H -6.6824 0.3455 3.3227 0.3971
C 1.0945 0.4577 -4.3376 -0.2291
C 1.4272 1.4606 -5.4264 -0.1112
O 2.7366 1.9025 -5.0219 -0.4134
C 3.3054 0.9506 -4.2564 0.6395
O 4.4342 0.9493 -3.8886 -0.5782
O 2.3958 -0.0045 -3.9464 -0.3282
H 0.4901 -0.3760 -4.6852 0.4000
H 0.6173 0.9202 -3.4699 0.0967
H 1.4855 1.0214 -6.4197 0.1295
H 0.7489 2.3087 -5.4634 0.3671
C 6.1704 3.0771 1.1426 -0.3220
C 6.3646 2.7761 2.6196 -0.3590
O 5.0562 3.0554 3.1536 -0.3311
C 4.1645 2.9442 2.1639 0.6021
O 2.9762 2.9576 2.3174 -0.5185
O 4.7640 2.8154 0.9739 -0.2373
H 6.7469 2.4402 0.4794 0.3075
H 6.3568 4.1226 0.8987 0.2787
H 6.5955 1.7275 2.8078 0.2529
H 7.1040 3.4033 3.1066 0.3112
C -2.0149 1.6697 -9.4524 -0.3332
C -1.4460 2.7742 -8.5806 -0.3002
O -0.3799 2.0922 -7.8928 -0.2184
C -0.0097 1.0204 -8.6363 0.6454
O 0.9438 0.3430 -8.4134 -0.5492
O -0.8729 0.8219 -9.6447 -0.3584
H -2.3854 2.0148 -10.4124 0.2960
H -2.7916 1.0938 -8.9478 0.2603
H -1.0136 3.5885 -9.1612 0.2439
H -2.1509 3.1807 -7.8620 0.3069
C -5.1199 -4.0774 5.8860 -0.2968
C -5.4603 -2.6997 6.4240 0.0915
O -4.1651 -2.1666 6.7451 -0.3601
C -3.2468 -2.8012 5.9882 0.6775
O -2.1162 -2.4592 5.8494 -0.4429
O -3.8004 -3.8618 5.3574 -0.3465
H -5.7840 -4.4129 5.0944 0.2944
H -5.0752 -4.8363 6.6668 0.2875
H -5.9088 -2.0701 5.6587 -0.2317
H -6.1007 -2.7173 7.2997 0.3239
C 2.5140 5.5168 -6.4844 -0.3441
C 2.0581 5.1886 -5.0748 0.2938
O 0.7448 5.7656 -5.0369 -0.3636
C 0.2782 5.8457 -6.3047 0.6929
O -0.8458 6.0895 -6.5996 -0.5421
O 1.2652 5.5789 -7.1876 -0.3415
H 3.1486 4.7539 -6.9257 0.3021
H 3.0084 6.4865 -6.5518 0.2887
H 1.9645 4.1168 -4.9229 -0.2693
H 2.6860 5.6176 -4.2995 0.3227
```


No. 3
The following is a DFT calculation (ωB97M-V/def2-TZVPD) of C16H28NO5SSbV as an isolated structure at a distorted geometry.

Its HOMO energy (spin up / spin down) is -18.7 / -18.4 eV. As for the LUMO energy (spin up / spin down): -0.395 / -0.403 Ha. As for the expectation value of S²: 2.029. The energy relative to the best compared isomer or geometry (same formula, charge and spin) is 6.8 kcal per mole. The multiplicity is 3. The total charge is +3.

```
53
Properties=species:S:1:pos:R:3:nbo_charge:R:1
V 0.1924 0.6772 -0.4296 1.2709
O 2.2212 2.4856 -3.4177 -0.5517
C 1.5830 2.1442 -2.3642 0.8345
O 1.1078 1.0121 -2.1411 -0.6185
C 1.3821 3.1850 -1.2893 0.0880
C 1.7369 4.5183 -1.2850 -0.1230
C 1.3774 5.2730 -0.1680 -0.0892
C 0.6771 4.6825 0.8868 -0.1408
C 0.3755 3.3378 0.7969 0.0680
N 0.7385 2.6269 -0.2674 -0.4641
C -0.3967 2.4244 1.7338 0.8400
O -0.9084 2.7704 2.8578 -0.5429
O -0.5378 1.2520 1.3439 -0.6099
H 2.2856 1.7657 -4.0762 0.5532
H 2.2644 4.9576 -2.1227 0.2905
H 1.6320 6.3246 -0.1265 0.2866
H 0.3851 5.2821 1.7407 0.2681
H -0.7690 3.6938 3.1227 0.5374
C 2.3886 -2.5210 0.5882 -0.9565
Sb 2.4014 -0.4307 0.6719 1.2388
C 2.6431 0.0551 2.7014 -0.9685
C 4.2062 0.1366 -0.2448 -0.9742
H 3.4026 -2.8824 0.7468 0.2742
H 2.0311 -2.8405 -0.3873 0.2526
H 1.7382 -2.9015 1.3729 0.2570
H 3.4605 -0.5216 3.1300 0.2792
H 1.7206 -0.1807 3.2284 0.2525
H 2.8756 1.1147 2.7951 0.2446
H 5.0523 -0.3160 0.2694 0.2800
H 4.3181 1.2191 -0.2091 0.2413
H 4.1943 -0.2121 -1.2761 0.2522
C -1.5464 -4.6321 1.6464 -0.6237
C -2.5992 -4.2577 0.6158 -0.4218
C -2.1469 -3.1882 -0.3789 -0.5586
S -1.8904 -1.6173 0.4607 1.2245
O -0.6149 -0.9910 -0.2886 -0.9141
C -3.2908 -0.6102 -0.0593 -0.5900
C -3.1459 0.1213 -1.3897 -0.3735
C -3.1200 -0.7363 -2.6473 -0.6280
H -1.9399 -5.3761 2.3365 0.2620
H -1.2245 -3.7832 2.2563 0.1960
H -0.6645 -5.0630 1.1671 0.2186
H -3.5350 -3.9558 1.0945 0.2252
H -2.8511 -5.1214 -0.0025 0.2611
H -2.8687 -3.0120 -1.1715 0.2596
H -1.1738 -3.4178 -0.8206 0.2627
H -3.4523 0.0851 0.7649 0.2599
H -4.1290 -1.3142 -0.0526 0.2789
H -2.2466 0.7610 -1.3640 0.1327
H -3.9733 0.8327 -1.4171 0.2629
H -2.1927 -1.3032 -2.7440 0.2057
H -3.2180 -0.1148 -3.5351 0.2524
H -3.9562 -1.4378 -2.6527 0.2372
```


Copy entry 3 word for word.
The following is a DFT calculation (ωB97M-V/def2-TZVPD) of C16H28NO5SSbV as an isolated structure at a distorted geometry.

Its HOMO energy (spin up / spin down) is -18.7 / -18.4 eV. As for the LUMO energy (spin up / spin down): -0.395 / -0.403 Ha. As for the expectation value of S²: 2.029. The energy relative to the best compared isomer or geometry (same formula, charge and spin) is 6.8 kcal per mole. The multiplicity is 3. The total charge is +3.

```
53
Properties=species:S:1:pos:R:3:nbo_charge:R:1
V 0.1924 0.6772 -0.4296 1.2709
O 2.2212 2.4856 -3.4177 -0.5517
C 1.5830 2.1442 -2.3642 0.8345
O 1.1078 1.0121 -2.1411 -0.6185
C 1.3821 3.1850 -1.2893 0.0880
C 1.7369 4.5183 -1.2850 -0.1230
C 1.3774 5.2730 -0.1680 -0.0892
C 0.6771 4.6825 0.8868 -0.1408
C 0.3755 3.3378 0.7969 0.0680
N 0.7385 2.6269 -0.2674 -0.4641
C -0.3967 2.4244 1.7338 0.8400
O -0.9084 2.7704 2.8578 -0.5429
O -0.5378 1.2520 1.3439 -0.6099
H 2.2856 1.7657 -4.0762 0.5532
H 2.2644 4.9576 -2.1227 0.2905
H 1.6320 6.3246 -0.1265 0.2866
H 0.3851 5.2821 1.7407 0.2681
H -0.7690 3.6938 3.1227 0.5374
C 2.3886 -2.5210 0.5882 -0.9565
Sb 2.4014 -0.4307 0.6719 1.2388
C 2.6431 0.0551 2.7014 -0.9685
C 4.2062 0.1366 -0.2448 -0.9742
H 3.4026 -2.8824 0.7468 0.2742
H 2.0311 -2.8405 -0.3873 0.2526
H 1.7382 -2.9015 1.3729 0.2570
H 3.4605 -0.5216 3.1300 0.2792
H 1.7206 -0.1807 3.2284 0.2525
H 2.8756 1.1147 2.7951 0.2446
H 5.0523 -0.3160 0.2694 0.2800
H 4.3181 1.2191 -0.2091 0.2413
H 4.1943 -0.2121 -1.2761 0.2522
C -1.5464 -4.6321 1.6464 -0.6237
C -2.5992 -4.2577 0.6158 -0.4218
C -2.1469 -3.1882 -0.3789 -0.5586
S -1.8904 -1.6173 0.4607 1.2245
O -0.6149 -0.9910 -0.2886 -0.9141
C -3.2908 -0.6102 -0.0593 -0.5900
C -3.1459 0.1213 -1.3897 -0.3735
C -3.1200 -0.7363 -2.6473 -0.6280
H -1.9399 -5.3761 2.3365 0.2620
H -1.2245 -3.7832 2.2563 0.1960
H -0.6645 -5.0630 1.1671 0.2186
H -3.5350 -3.9558 1.0945 0.2252
H -2.8511 -5.1214 -0.0025 0.2611
H -2.8687 -3.0120 -1.1715 0.2596
H -1.1738 -3.4178 -0.8206 0.2627
H -3.4523 0.0851 0.7649 0.2599
H -4.1290 -1.3142 -0.0526 0.2789
H -2.2466 0.7610 -1.3640 0.1327
H -3.9733 0.8327 -1.4171 0.2629
H -2.1927 -1.3032 -2.7440 0.2057
H -3.2180 -0.1148 -3.5351 0.2524
H -3.9562 -1.4378 -2.6527 0.2372
```


Q: Which value of total charge does entry 3 give?
A: +3


Q: The highest total charge belongs to which entry?
A: C16H28NO5SSbV


Q: Look up the total charge of the first one.
A: -1